1.
C47H44F3HfN4OSb | ωB97M-V with the def2-TZVPD basis set

## Properties
Molecular weight   1038.14 g/mol
Multiplicity   1
Total charge   0
HOMO   -6.83 eV
Gap between HOMO and LUMO   6.527 eV

XYZ file:
```
101
Properties=species:S:1:pos:R:3:forces:R:3:mulliken_charge:R:1
Hf -0.220 1.154 0.896 -0.83 0.78 -0.35 0.2091
O 3.142 -1.296 1.890 -0.02 0.03 -0.15 -0.7984
C 2.225 -0.727 1.308 0.28 -0.26 0.18 0.0430
N 1.143 -0.158 1.865 0.87 -0.14 0.55 0.3085
C 1.167 -0.127 3.316 0.20 -0.29 0.12 -1.4017
C 0.827 1.237 3.841 0.13 -0.06 0.06 0.7006
C 1.123 1.595 5.152 -0.08 0.07 0.04 -1.1042
C 0.772 2.853 5.601 -0.05 -0.09 -0.10 -0.5390
C 0.110 3.716 4.733 0.02 -0.02 0.06 -1.0668
C -0.152 3.287 3.454 -0.02 0.17 -0.18 -0.1306
N 0.210 2.077 3.007 0.52 -0.10 -0.04 0.5699
C 2.284 -0.567 -0.186 0.20 -0.03 -0.22 0.4837
C 3.386 -1.061 -0.866 -0.02 -0.08 0.02 -0.6382
C 3.520 -0.796 -2.217 -0.16 0.11 -0.01 -1.0859
C 2.560 0.000 -2.823 0.12 -0.17 0.00 -0.8945
C 1.481 0.435 -2.078 -0.36 0.33 -0.02 -0.7373
N 1.313 0.140 -0.787 0.35 0.07 0.59 1.4311
H 2.154 -0.433 3.672 -0.04 0.04 0.05 0.8984
H 0.445 -0.843 3.726 0.00 0.03 0.00 0.1494
H 1.623 0.887 5.799 0.04 -0.01 -0.02 0.5609
H 1.009 3.161 6.611 -0.01 0.00 0.01 0.4268
H -0.193 4.704 5.048 -0.01 0.02 -0.04 0.4989
H -0.674 3.911 2.739 0.05 0.02 -0.01 0.4314
H 4.121 -1.620 -0.306 -0.02 0.00 0.03 0.6351
H 4.358 -1.183 -2.781 0.03 0.03 0.01 0.5338
H 2.639 0.277 -3.864 -0.05 0.01 -0.02 0.5148
H 0.722 1.069 -2.515 -0.01 0.00 0.00 0.0819
C -2.168 -0.613 1.919 -0.32 -0.15 -0.11 0.3781
C -2.454 0.540 1.124 -0.97 -0.22 0.11 -0.3201
C -2.617 1.624 2.055 -0.39 -0.03 -0.06 -1.1451
C -2.404 1.133 3.336 -0.26 0.00 -0.05 -0.9230
C -2.123 -0.245 3.254 0.01 -0.09 0.10 -1.1072
H -2.136 -1.629 1.564 0.18 0.01 -0.02 -0.1553
H -2.922 0.505 0.146 0.18 0.05 -0.07 0.8554
H -2.979 2.615 1.826 0.17 0.03 -0.12 0.5162
H -2.469 1.706 4.250 0.12 0.05 0.00 0.5764
H -1.947 -0.907 4.090 0.07 0.00 -0.02 0.6446
F -5.445 -6.294 -1.968 -0.02 -0.02 0.01 -0.3390
C -4.407 -5.489 -1.675 0.13 0.06 -0.01 0.2170
C -4.539 -4.570 -0.654 -0.13 -0.03 0.07 -0.7256
C -3.473 -3.726 -0.378 0.04 -0.01 0.00 -0.4059
C -2.276 -3.823 -1.083 0.12 0.44 0.07 0.5160
C -2.178 -4.767 -2.101 -0.01 -0.02 0.01 -0.3818
C -3.244 -5.599 -2.412 -0.06 -0.04 0.02 -0.7933
Sb -0.685 -2.401 -0.653 -0.19 -1.14 -0.36 0.4698
C 0.538 -3.148 -2.271 -0.18 0.30 0.33 0.2003
C 1.321 -4.298 -2.227 0.02 0.00 -0.02 -0.4327
C 2.064 -4.692 -3.331 0.05 -0.05 -0.03 -0.7517
C 1.981 -3.941 -4.489 -0.07 0.04 0.09 0.1960
F 2.703 -4.317 -5.561 0.00 -0.02 -0.02 -0.3672
C 1.172 -2.828 -4.586 -0.02 0.03 -0.11 -0.4763
C 0.462 -2.432 -3.462 0.01 -0.07 0.07 -0.7580
C 0.135 -3.559 0.982 0.01 0.26 -0.31 1.0490
C -0.679 -3.890 2.063 -0.02 0.02 -0.03 -0.5594
C -0.145 -4.434 3.220 -0.02 0.00 0.10 -0.7946
C 1.217 -4.660 3.277 -0.05 -0.01 -0.14 0.2436
F 1.744 -5.162 4.411 0.01 -0.03 0.00 -0.3716
C 2.046 -4.393 2.209 0.10 -0.05 0.07 -0.7716
C 1.496 -3.830 1.066 -0.07 0.05 0.07 -0.2982
H -5.464 -4.516 -0.096 -0.03 0.02 -0.02 0.4749
H -3.592 -2.977 0.398 -0.05 -0.01 0.01 0.4170
H -1.265 -4.863 -2.671 0.01 0.01 -0.05 0.2885
H -3.183 -6.320 -3.215 0.00 -0.03 0.02 0.4637
H 1.337 -4.912 -1.335 0.06 0.02 -0.01 0.5836
H 2.693 -5.572 -3.306 -0.01 -0.02 -0.02 0.4594
H 1.099 -2.290 -5.522 0.05 0.00 0.00 0.4854
H -0.177 -1.556 -3.518 0.03 0.04 -0.07 0.4760
H -1.751 -3.733 2.015 -0.01 0.02 0.02 0.2210
H -0.766 -4.667 4.075 0.00 -0.05 -0.01 0.4729
H 3.105 -4.595 2.281 0.02 0.03 0.04 0.4523
H 2.151 -3.586 0.242 0.08 0.05 0.03 0.2621
C 3.036 3.186 -0.564 0.06 0.26 0.01 -1.4770
C 2.305 4.494 -0.252 -0.25 -0.35 0.20 0.3021
C 2.039 4.588 1.252 0.16 0.15 -0.23 -1.2511
C 1.032 4.648 -1.077 -0.06 -0.33 0.14 0.0418
C 0.988 5.792 -1.860 -0.09 0.13 -0.10 -0.9271
C -0.069 6.080 -2.701 0.01 0.00 -0.01 -1.3434
C -1.074 5.140 -2.815 0.04 0.11 -0.15 -0.8790
C -1.083 3.970 -2.072 0.09 -0.26 0.16 0.0948
C -2.271 3.047 -2.327 0.12 -0.08 0.44 0.2683
C -3.276 3.183 -1.178 0.03 -0.06 -0.18 -1.2261
C -1.883 1.588 -2.583 -0.16 0.26 -0.17 -1.0336
C -0.067 3.717 -1.086 -0.08 1.00 -0.70 0.9356
N -0.208 2.683 -0.202 0.54 -0.11 0.13 1.6655
H 4.023 3.169 -0.097 -0.01 -0.02 0.02 0.5067
H 3.158 3.056 -1.640 0.02 -0.05 -0.01 0.3755
H 2.450 2.360 -0.173 0.02 -0.20 -0.04 0.0991
H 2.966 5.319 -0.530 -0.08 -0.01 -0.04 0.7907
H 1.496 3.702 1.553 -0.07 -0.04 0.17 -0.2106
H 1.440 5.471 1.483 0.00 0.00 0.07 0.4038
H 2.977 4.641 1.810 -0.01 -0.02 0.04 0.4822
H 1.814 6.493 -1.800 0.03 -0.03 0.02 0.3596
H -0.099 7.002 -3.266 0.02 -0.01 -0.04 0.3689
H -1.890 5.324 -3.506 -0.02 -0.05 -0.01 0.3930
H -2.754 3.398 -3.244 0.02 0.05 0.05 0.6640
H -2.760 2.987 -0.241 -0.09 0.01 0.04 -0.1366
H -4.111 2.485 -1.287 -0.01 -0.01 0.02 0.4291
H -3.677 4.197 -1.153 -0.01 0.01 0.05 0.4268
H -1.363 1.172 -1.724 0.01 -0.11 -0.02 -0.2723
H -1.231 1.537 -3.459 0.02 -0.11 -0.01 0.4226
H -2.774 0.988 -2.784 0.01 -0.04 -0.01 0.6048
```
Forces are in eV/Å.

***

2.
C4H12 | ωB97M-V with the def2-TZVPD basis set

## Properties
Molecular weight   60.14 g/mol
Multiplicity   1
Total charge   0
HOMO   -11.50 eV
Structure (SMILES)   CC.CC
Gap between HOMO and LUMO   12.659 eV

XYZ file:
```
16
Properties=species:S:1:pos:R:3:forces:R:3:mulliken_charge:R:1
C -0.750 -2.918 0.374 -0.60 0.79 -0.68 -0.8804
C 0.101 -1.653 0.323 1.30 -0.10 0.63 -0.6395
H -1.686 -2.772 0.911 -0.02 0.02 0.10 0.2731
H -1.028 -3.135 -0.660 0.03 -0.48 0.15 0.2689
H -0.225 -3.758 0.816 0.08 -0.03 -0.02 0.2755
H 1.134 -1.972 0.137 -0.01 0.18 0.05 0.3219
H 0.136 -1.081 1.255 -0.12 -0.24 0.11 0.3010
H -0.086 -0.912 -0.444 -0.60 -0.35 -0.33 0.1060
C -0.196 1.867 -0.762 -0.07 1.10 -0.84 -0.6715
C 0.793 2.590 0.133 0.74 0.81 -0.68 -0.9272
H -0.520 0.936 -0.315 -0.19 0.02 -0.29 0.0649
H -1.026 2.538 -0.984 -0.56 -0.16 0.72 0.3072
H 0.134 1.771 -1.805 0.60 -0.70 0.37 0.3077
H 0.378 2.745 1.121 0.22 -0.28 0.34 0.2759
H 1.797 2.157 0.131 -0.30 -0.55 0.51 0.2773
H 1.042 3.597 -0.232 -0.49 -0.03 -0.15 0.3394
```
Forces are in eV/Å.

***

3.
C6H8ClNOS | ωB97M-V with the def2-TZVPD basis set

## Properties
Molecular weight   177.66 g/mol
Multiplicity   1
Total charge   0
HOMO   -9.20 eV
Gap between HOMO and LUMO   7.810 eV

XYZ file:
```
18
Properties=species:S:1:pos:R:3:forces:R:3:mulliken_charge:R:1
C -2.093 0.776 -0.219 -0.52 1.09 1.60 -0.5097
C -1.616 0.729 1.041 0.70 -1.57 -1.35 -0.2652
C -1.269 0.867 -1.378 1.16 -0.35 -0.19 -0.1658
C -0.150 0.509 1.245 -0.43 0.17 3.38 -0.2725
C 0.578 0.520 -0.047 1.35 1.99 -0.24 0.2863
C 1.360 -2.052 -0.773 1.76 -0.27 -0.96 -0.8224
N 0.012 0.692 -1.289 -0.76 -0.13 -0.64 -0.5488
O 2.567 -0.789 1.089 1.30 -0.41 3.47 -0.5874
S 2.104 -0.480 -0.222 -0.32 0.25 -2.77 0.5551
Cl 1.587 2.543 0.066 -0.59 -1.57 0.01 -0.2955
H -3.119 0.996 -0.275 -1.32 -0.03 -0.58 0.4034
H -2.289 0.675 1.885 0.07 0.32 0.08 0.4113
H -1.695 1.083 -2.378 0.29 -0.26 0.70 0.3856
H 0.093 1.392 2.003 0.29 -1.88 -1.66 0.2902
H 0.085 -0.470 1.885 -0.38 1.86 -1.41 0.2550
H 0.554 -1.713 -1.395 -0.65 -0.67 -0.46 0.2848
H 1.129 -2.611 0.126 -0.47 0.05 0.05 0.2763
H 2.160 -2.666 -1.366 -1.48 1.41 0.97 0.3194
```
Forces are in eV/Å.

***

4.
C18H53O8 | ωB97M-V with the def2-TZVPD basis set

## Properties
Molecular weight   397.61 g/mol
Multiplicity   1
Total charge   +1
HOMO   -12.24 eV
Gap between HOMO and LUMO   10.375 eV

XYZ file:
```
79
Properties=species:S:1:pos:R:3:forces:R:3:mulliken_charge:R:1
O 0.460 -0.796 -0.598 -0.04 0.14 -0.25 0.5364
H 0.809 -0.552 -1.523 -0.53 0.15 -0.05 0.3199
H -0.385 -1.313 -0.725 0.02 0.28 -0.08 0.2194
H 0.263 0.082 -0.111 0.39 -0.14 -0.12 0.4031
C 1.895 3.534 0.568 0.28 -0.39 -0.31 -1.2143
C 0.825 2.852 -0.250 -0.24 -0.28 0.15 -0.2814
O 0.395 1.621 0.364 -0.09 0.13 0.25 0.3181
H 1.568 3.653 1.601 -0.09 0.36 -0.05 0.3168
H 2.120 4.484 0.081 0.06 0.14 0.36 0.4345
H 2.809 2.938 0.605 -0.02 0.01 -0.12 0.1043
H 1.161 2.580 -1.251 0.06 0.08 0.01 0.3267
H -0.030 3.531 -0.343 -0.09 -0.15 -0.09 0.3224
H 0.236 1.791 1.316 0.12 -0.25 -0.26 -0.4823
C -2.235 1.797 -2.702 -0.62 -0.33 -0.28 -0.8292
C -1.656 2.612 -3.837 -0.04 0.18 -0.18 -0.3092
O -0.518 1.969 -4.439 -0.31 -0.01 0.30 -0.4957
H -2.800 0.936 -3.071 0.30 -0.08 -0.17 0.3568
H -3.001 2.400 -2.210 0.24 0.12 0.21 0.4211
H -1.510 1.430 -1.979 0.17 0.25 0.10 -0.0703
H -1.361 3.604 -3.484 0.02 -0.06 0.05 0.3292
H -2.421 2.742 -4.607 -0.02 0.09 0.06 0.3395
H -0.102 2.611 -5.022 0.11 -0.15 -0.06 0.2562
C 2.782 -1.298 -3.364 -0.48 -0.42 -0.52 -1.0347
C 1.822 -0.336 -4.025 0.12 0.06 0.48 -0.2315
O 0.842 0.056 -3.038 -0.20 0.11 -0.63 -0.3278
H 2.257 -2.172 -2.972 -0.18 0.10 0.15 0.1795
H 3.311 -0.809 -2.548 0.32 -0.07 -0.14 0.1100
H 3.426 -1.717 -4.141 0.43 0.29 0.29 0.4815
H 1.329 -0.769 -4.897 -0.08 -0.11 0.11 0.3561
H 2.376 0.544 -4.363 -0.11 0.08 0.02 0.3119
H 0.172 0.614 -3.511 0.57 -0.18 0.53 0.1187
C -0.848 -3.512 -2.796 -0.39 0.64 -0.08 -1.1629
C -2.124 -3.086 -2.075 0.89 -1.27 0.70 0.3956
C -2.457 -4.032 -0.916 -0.66 -0.21 -0.89 -1.3316
O -1.887 -1.766 -1.551 -0.41 0.18 -0.28 -0.4919
H -0.895 -4.556 -3.096 0.00 0.00 -0.01 0.4642
H 0.021 -3.355 -2.157 0.03 -0.12 0.07 0.1458
H -0.747 -2.878 -3.678 0.23 -0.15 -0.06 0.2663
H -2.944 -3.113 -2.797 -0.09 0.43 0.11 0.3935
H -3.385 -3.712 -0.436 0.21 0.09 0.32 0.3792
H -1.641 -4.166 -0.209 0.02 0.24 0.06 0.2067
H -2.697 -5.013 -1.340 0.14 0.00 0.06 0.4652
H -2.753 -1.405 -1.321 0.23 0.15 0.14 0.2002
C 3.661 -1.449 0.570 -0.26 -0.80 -0.24 -1.2792
C 3.897 0.034 0.659 0.48 0.33 -0.12 1.4268
C 3.644 0.530 2.069 -0.64 0.31 0.04 -1.1360
O 5.243 0.259 0.240 0.20 -0.27 0.00 -0.6139
H 4.303 -2.038 1.228 0.21 0.35 0.10 0.4781
H 3.847 -1.826 -0.438 -0.05 0.13 -0.02 0.2693
H 2.638 -1.716 0.848 -0.05 0.20 -0.08 0.0808
H 3.249 0.560 -0.059 -0.21 -0.08 0.18 -0.3664
H 3.955 1.563 2.244 0.28 -0.09 -0.14 0.3697
H 4.114 -0.128 2.798 0.05 0.07 0.05 0.3924
H 2.559 0.544 2.230 0.06 -0.23 0.14 0.0100
H 5.457 1.196 0.262 -0.13 0.04 0.10 0.3533
C -1.685 3.020 4.309 0.21 0.35 0.78 -1.6351
C -1.585 1.855 3.338 -0.23 1.05 0.62 0.8824
C -2.310 2.138 2.040 0.01 -0.41 0.02 -1.2909
O -0.176 1.626 3.076 -0.56 -0.39 0.04 -0.4421
H -2.702 3.221 4.649 -0.07 -0.04 -0.32 0.3980
H -1.237 3.947 3.942 -0.21 -0.08 -0.40 0.3693
H -1.134 2.827 5.240 -0.01 -0.32 -0.11 0.4340
H -2.048 1.004 3.850 0.31 -0.33 -0.26 -0.0242
H -3.384 2.133 2.224 0.01 0.14 0.05 0.4988
H -2.115 1.347 1.315 0.07 0.08 -0.09 0.1203
H -2.025 3.108 1.632 0.04 -0.03 -0.06 0.3743
H 0.265 1.682 3.933 0.22 0.00 -0.17 0.2398
C -0.942 -2.435 3.945 -0.57 0.15 0.17 -1.5654
C -1.291 -2.161 2.487 -0.01 0.42 0.10 0.7764
C -2.755 -1.796 2.269 0.19 0.12 -0.33 -0.8508
O -0.441 -1.131 1.970 0.06 0.18 -0.21 -0.2600
H 0.130 -2.459 4.122 0.04 -0.19 -0.17 0.3464
H -1.411 -3.350 4.311 0.17 -0.12 -0.12 0.4399
H -1.361 -1.646 4.582 0.08 0.11 -0.11 0.3143
H -1.115 -3.034 1.852 0.36 0.00 0.22 0.0660
H -2.946 -1.717 1.195 -0.05 -0.39 0.01 -0.0221
H -3.002 -0.794 2.618 0.02 -0.11 0.60 0.1118
H -3.383 -2.566 2.720 -0.23 0.23 -0.09 0.4680
H -0.391 -0.374 2.579 -0.09 -0.30 -0.08 0.0502
```
Forces are in eV/Å.

***

- Which of these has the highest total charge?
  C18H53O8

***

- What is the molecular weight in the third record?
  177.66 g/mol